2 unconnected molecules or ions with the total composition C28H26FO2 in a non-equilibrium geometry, computed with ωB97M-V/def2-TZVPD.

Last column: natural (NBO) charge in e.
CARTESIAN COORDINATES (ANGSTROEM)
1 H -0.693 0.006 3.777  0.22
2 C 0.608 0.855 5.254  0.01
3 H -2.563 -4.103 5.966  0.25
4 C 0.041 -4.016 4.572  -0.21
5 C -4.438 0.542 5.207  -0.19
6 H -6.961 -5.010 5.280  0.19
7 C -4.395 -4.417 4.873  -0.27
8 O 2.857 -6.322 6.573  -0.48
9 C -2.142 1.158 6.671  -0.25
10 H 2.418 -6.466 4.174  0.25
11 H -3.491 2.022 8.117  0.22
12 C 1.883 2.656 6.157  0.41
13 C 3.394 -6.038 7.865  -0.26
14 H -0.149 2.885 5.394  0.24
15 C 0.695 2.212 5.552  -0.28
16 H -0.351 -3.012 6.459  0.22
17 H -3.094 -0.237 3.725  0.19
18 H 3.738 -0.166 6.147  0.22
19 F 1.945 3.959 6.608  -0.33
20 H -7.821 -5.794 3.899  0.23
21 C 2.993 1.837 6.393  -0.29
22 H -5.329 0.234 4.658  0.21
23 H 0.974 -4.910 2.814  0.23
24 H 3.789 -5.023 7.941  0.19
25 H -5.566 1.451 6.830  0.23
26 H 4.204 -6.757 7.973  0.22
27 C 1.786 -5.699 4.617  -0.25
28 C 1.912 -5.516 6.015  0.35
29 H 3.891 2.231 6.891  0.24
30 C -6.854 -5.524 4.319  -0.27
31 H -6.212 -6.401 4.469  0.20
32 C -2.374 -3.462 3.888  -0.19
33 C 0.221 -3.796 5.964  -0.18
34 C -3.407 1.513 7.155  -0.19
35 C -4.573 1.195 6.440  -0.22
36 C 1.732 0.031 5.388  -0.24
37 C -4.468 -3.360 2.627  -0.29
38 H 1.639 -1.017 5.124  0.20
39 O -6.288 -4.633 3.358  -0.43
40 C -2.010 0.599 5.392  0.07
41 C 1.126 -4.549 6.698  -0.25
42 H -5.087 -3.187 1.742  0.26
43 C -0.980 -3.342 3.825  0.16
44 H -2.725 -2.300 2.039  0.24
45 H -0.500 -0.778 5.379  0.21
46 C -3.165 -2.974 2.777  -0.06
47 H -0.651 -2.498 3.193  0.23
48 C 2.901 0.504 5.963  -0.18
49 H -4.913 -4.961 5.675  0.24
50 C -0.669 0.155 4.871  -0.46
51 H -1.274 1.261 7.322  0.23
52 C -3.075 -4.031 5.004  -0.07
53 C 0.948 -4.890 3.900  -0.14
54 C -3.172 0.278 4.679  -0.26
55 C -5.076 -4.114 3.664  0.45
56 H 1.272 -4.382 7.766  0.23
57 H 2.637 -6.179 8.638  0.18

charge: +1
energy relative to the best compared isomer or geometry (same formula, charge and spin): 0.3214 eV
lowest unoccupied orbital energy: -5.49 eV
HOMO-LUMO gap: 0.20526 hartree
HOMO energy: -11.0729 eV
2S+1: 1

=====

A molecular structure, C28H26MoN6O4S in a non-equilibrium geometry, computed with ωB97M-V/def2-TZVPD.

Last column: Löwdin spin population.
CARTESIAN COORDINATES (ANGSTROEM)
1 C -2.586 -0.598 3.476  0.00
2 C -4.492 -1.976 3.028  0.00
3 O 0.477 -1.606 2.455  0.01
4 H -1.426 1.030 -2.046  0.00
5 N -1.877 -2.734 0.523  0.00
6 C 1.026 -2.639 -3.474  0.00
7 H 1.707 -1.486 0.660  0.00
8 N 3.789 2.516 3.125  0.01
9 C 0.144 -1.939 -2.477  0.00
10 C 3.427 -1.802 -0.601  0.00
11 H -2.156 -3.671 0.278  0.00
12 H -3.551 5.595 -0.761  0.00
13 H -4.339 -3.299 1.346  0.00
14 C -1.674 4.738 -1.356  0.00
15 C -0.368 -2.632 -1.364  0.00
16 C 2.734 0.609 -1.661  0.01
17 N 2.599 0.573 2.989  0.01
18 H 3.958 3.462 2.819  0.00
19 Mo 0.399 1.232 0.111  1.72
20 N -1.028 2.767 -0.189  0.00
21 C -0.476 -0.918 2.196  0.01
22 C -0.002 -4.065 -1.115  0.00
23 H 4.346 2.168 3.892  0.00
24 H 1.999 -2.892 -3.046  0.00
25 C 2.332 -1.100 -0.136  0.02
26 C -2.836 4.800 -0.601  0.02
27 H -2.081 0.148 4.079  0.00
28 C -0.179 -0.605 -2.666  0.01
29 H -2.289 2.048 1.297  0.00
30 O -0.273 0.278 1.602  0.04
31 H -5.498 -2.293 3.269  0.00
32 H 1.834 0.001 2.656  0.00
33 C -1.619 -0.655 -0.725  -0.01
34 C -3.076 3.828 0.365  0.00
35 C -1.274 -1.993 -0.500  0.00
36 C -0.795 3.704 -1.121  0.01
37 H 0.576 -3.572 -3.812  0.00
38 C 2.250 1.924 -2.211  0.00
39 H -1.428 5.463 -2.120  0.00
40 N 2.005 0.096 -0.658  0.00
41 C -2.539 -2.175 1.632  0.00
42 S 1.823 2.680 1.445  0.03
43 H -4.409 -0.516 4.600  0.00
44 H 0.979 -4.304 -1.519  0.00
45 H 1.195 -2.012 -4.347  0.00
46 H -2.388 -0.196 -0.114  0.00
47 H 0.204 -0.078 -3.532  0.00
48 C 3.832 -0.043 -2.176  0.00
49 C -1.905 -1.223 2.437  0.00
50 C 0.480 3.525 -1.903  0.00
51 C -3.883 -0.978 3.777  0.00
52 O 0.829 4.324 -2.721  0.02
53 C 2.789 1.820 2.606  0.02
54 H -3.970 3.847 0.970  0.00
55 H -0.714 -4.746 -1.591  0.00
56 H 5.054 -1.802 -2.005  0.00
57 C 4.192 -1.267 -1.629  0.02
58 H 3.669 -2.757 -0.156  0.00
59 O 2.811 2.467 -3.117  0.02
60 H 4.373 0.422 -2.990  0.00
61 C -1.043 0.049 -1.784  0.00
62 C -2.152 2.822 0.553  0.01
63 H 3.221 0.140 3.656  0.00
64 H 0.002 -4.285 -0.047  0.00
65 N 1.105 2.335 -1.527  0.02
66 C -3.837 -2.556 1.953  0.00

charge: +2
energy relative to the best compared isomer or geometry (same formula, charge and spin): 0.3009 eV
expectation value of S²: 2.019
lowest unoccupied orbital energy (alpha / beta): -7.62 / -7.59 eV
HOMO-LUMO gap (alpha / beta): 0.20893 / 0.21142 hartree
HOMO energy (alpha / beta): -13.3064 / -13.3469 eV
2S+1: 3

=====

A molecular structure, C28H26N5PtSb in a non-equilibrium geometry, computed with ωB97M-V/def2-TZVPD.

Last column: natural (NBO) charge in e.
CARTESIAN COORDINATES (ANGSTROEM)
1 C -1.743 -3.894 -0.508  -0.19
2 C -1.280 1.720 -2.403  -0.65
3 C 0.623 0.623 3.076  -0.06
4 C -3.894 -1.743 -0.508  -0.19
5 H -1.482 -2.734 2.155  0.22
6 C 0.528 2.760 0.627  -0.08
7 H -2.734 -1.483 2.155  0.22
8 H -4.231 -2.716 -0.821  0.24
9 N -0.059 1.986 -0.293  -0.51
10 C -4.797 -0.758 -0.220  -0.12
11 C 2.569 -0.760 -1.287  0.25
12 Sb 2.004 2.004 2.035  1.11
13 H 0.893 4.715 1.399  0.24
14 C 3.944 -0.961 -1.304  -0.23
15 H -0.944 -5.853 -0.294  0.25
16 H -0.493 1.075 -2.797  0.24
17 C 4.137 0.393 0.636  -0.26
18 H 1.486 1.487 4.841  0.23
19 H 0.082 0.083 6.343  0.24
20 H -0.537 5.815 -0.330  0.25
21 H 1.077 -0.492 -2.799  0.24
22 C -0.890 -0.890 4.699  -0.22
23 C -0.998 -0.998 3.308  0.23
24 H -5.027 1.289 0.451  0.26
25 C -4.332 0.502 0.207  -0.21
26 C 0.712 -2.981 0.280  0.05
27 H -5.853 -0.944 -0.294  0.25
28 C -2.510 -1.505 -0.358  0.17
29 C -0.004 -0.004 5.272  -0.14
30 C -1.505 -2.510 -0.358  0.17
31 N -0.224 -0.224 2.535  -0.55
32 C -2.981 0.712 0.280  0.06
33 H -1.552 4.383 -2.091  0.25
34 H 1.675 -2.595 0.589  0.23
35 C 4.746 -0.396 -0.326  -0.10
36 C -0.760 2.569 -1.287  0.25
37 C 2.760 0.527 0.628  -0.08
38 H 1.097 -2.115 -2.088  0.23
39 H 5.815 -0.539 -0.328  0.25
40 H -2.484 -2.484 3.578  0.24
41 H -1.511 -1.511 5.323  0.23
42 C -1.978 -1.978 2.760  -0.64
43 C -0.758 -4.797 -0.220  -0.12
44 Pt -0.072 -0.072 -0.063  0.93
45 C -0.395 4.746 -0.327  -0.10
46 H -1.632 2.354 -3.215  0.25
47 H 4.383 -1.553 -2.091  0.25
48 H 2.354 -1.633 -3.214  0.25
49 C 0.394 4.137 0.636  -0.26
50 N 1.986 -0.059 -0.293  -0.51
51 H 1.289 -5.027 0.451  0.26
52 C 0.777 0.778 4.445  -0.27
53 N -0.238 -2.076 -0.003  -0.44
54 H -2.716 -4.231 -0.821  0.24
55 C 1.721 -1.280 -2.403  -0.65
56 C -0.960 3.944 -1.305  -0.23
57 H -2.595 1.675 0.588  0.23
58 N -2.076 -0.238 -0.003  -0.44
59 C 0.503 -4.332 0.207  -0.20
60 H 4.715 0.892 1.400  0.24
61 H -2.116 1.098 -2.088  0.23

charge: +2
lowest unoccupied orbital energy: -6.65 eV
HOMO-LUMO gap: 0.25176 hartree
HOMO energy: -13.4960 eV
2S+1: 1